C26H37N4O6PS2 | ωB97M-V with the def2-TZVPD basis set

Results
HOMO: -8.18 eV
SMILES string: C#CC[C@@]1(P(CC)CC)OS(=O)(=O)O[C@@H]1S(C)(=O)=O.c1cc[nH]c1.c1cc[nH]c1.c1cc[nH]c1.c1cc[nH]c1

The geometry in ORCA input format:
```
! wB97M-V def2-TZVPD RIJCOSX def2/J DEFGRID3
* xyz 0 1
C 2.993 -1.040 0.668
C 3.669 0.162 1.013
C 4.346 1.536 1.652
C 3.940 2.908 0.791
P 4.808 4.554 1.217
C 6.688 4.512 0.894
C 7.632 4.658 2.226
C 4.359 5.215 2.949
C 3.903 4.079 4.038
O 4.584 2.575 -0.525
S 3.623 3.289 -1.749
O 4.267 4.618 -2.243
O 3.398 2.404 -3.010
O 2.254 3.848 -0.869
C 2.333 2.948 0.329
S 1.053 3.512 1.574
C -0.606 3.567 0.629
O 0.822 2.438 2.706
O 1.258 4.944 2.127
H 2.513 -2.113 0.462
H 5.510 1.417 1.513
H 4.046 1.594 2.781
H 6.933 3.488 0.381
H 6.921 5.364 0.094
H 8.760 4.680 1.845
H 7.521 3.684 2.903
H 7.449 5.652 2.842
H 3.582 6.094 2.803
H 5.336 5.732 3.392
H 3.604 4.592 5.063
H 3.079 3.338 3.660
H 4.869 3.425 4.292
H 1.860 1.969 -0.105
H -0.976 2.506 0.299
H -0.374 4.189 -0.363
H -1.372 4.157 1.310
N -0.076 -4.439 1.232
C 0.511 -5.599 1.665
C 0.726 -5.486 3.020
C 0.247 -4.216 3.420
C -0.246 -3.592 2.296
H -0.343 -4.239 0.276
H 0.727 -6.402 0.973
H 1.179 -6.239 3.654
H 0.259 -3.802 4.419
H -0.701 -2.619 2.162
N -3.137 -4.291 0.604
C -3.983 -4.040 1.652
C -5.265 -4.339 1.247
C -5.188 -4.792 -0.092
C -3.863 -4.755 -0.463
H -2.135 -4.157 0.615
H -3.602 -3.669 2.595
H -6.158 -4.242 1.851
H -6.012 -5.112 -0.717
H -3.375 -5.018 -1.392
N -0.382 2.393 -3.001
C -0.281 1.647 -4.146
C -1.547 1.488 -4.664
C -2.443 2.167 -3.803
C -1.696 2.719 -2.787
H 0.392 2.661 -2.407
H 0.680 1.292 -4.493
H -1.798 0.943 -5.564
H -3.516 2.245 -3.914
H -1.986 3.313 -1.931
N -7.282 -4.726 -3.319
C -7.181 -5.472 -4.464
C -8.447 -5.630 -4.982
C -9.343 -4.951 -4.122
C -8.596 -4.399 -3.105
H -6.508 -4.457 -2.725
H -6.220 -5.826 -4.811
H -8.698 -6.175 -5.883
H -10.416 -4.873 -4.232
H -8.886 -3.805 -2.249
*
```

C4H6MgO5Ru | ωB97M-V with the def2-TZVPD basis set

Results
HOMO (alpha / beta): -7.26 / -8.15 eV
ΔE to the lowest compared entry with this formula, charge and spin: 0.836 eV

The geometry in ORCA input format:
```
! wB97M-V def2-TZVPD RIJCOSX def2/J DEFGRID3
* xyz 0 7
O -1.583 1.658 0.665
C -2.370 0.701 0.041
C -1.537 -0.294 -0.764
O -0.474 -0.691 0.110
C 0.508 -1.577 -0.294
Ru 0.094 0.962 1.187
H -3.102 1.148 -0.660
H -2.952 0.124 0.790
H -1.093 0.178 -1.654
H -2.105 -1.190 -1.055
H 1.296 -1.190 -0.945
H 0.104 -2.567 -0.524
O 1.666 -0.713 1.431
C 2.529 0.249 1.111
O 1.950 1.419 0.814
O 3.624 0.016 0.501
Mg 3.445 1.765 -0.757
*
```

C6H9P | ωB97M-V with the def2-TZVPD basis set

Results
HOMO: -7.79 eV
SMILES string: CP1C=CC=CC1
ΔE to the lowest compared entry with this formula, charge and spin: 1.615 eV

The geometry in ORCA input format:
```
! wB97M-V def2-TZVPD RIJCOSX def2/J DEFGRID3
* xyz 0 1
C -1.028 -0.001 -1.693
C 0.135 0.824 -1.728
C -1.421 -0.864 -0.736
C 1.236 0.615 -0.845
C -0.658 -1.251 0.447
C 1.002 0.615 1.958
P 1.145 -0.592 0.520
H -1.707 0.033 -2.503
H 0.148 1.546 -2.467
H -2.339 -1.430 -0.898
H 2.213 1.220 -0.531
H -1.230 -1.203 1.359
H -0.512 -2.371 0.453
H 0.835 0.120 2.837
H 0.185 1.516 1.838
H 1.997 1.224 1.989
*
```

C28H84O28 | ωB97M-V with the def2-TZVPD basis set

Results
HOMO: -9.23 eV
ΔE to the lowest compared entry with this formula, charge and spin: 4.509 eV

The geometry in ORCA input format:
```
! wB97M-V def2-TZVPD RIJCOSX def2/J DEFGRID3
* xyz 0 1
C 10.225 12.268 10.698
C 8.855 12.936 10.472
O 8.021 12.643 11.531
O 10.752 12.541 11.990
H 10.861 12.664 9.906
H 10.266 11.189 10.549
H 8.300 12.480 9.652
H 8.788 14.021 10.383
H 8.140 13.328 12.193
H 10.912 13.487 12.030
C 8.749 9.869 6.945
C 9.268 8.848 7.978
O 10.681 8.727 7.927
O 9.178 9.654 5.603
H 9.093 10.835 7.314
H 7.665 9.984 6.920
H 8.962 7.812 7.831
H 9.027 9.220 8.973
H 10.934 9.055 7.061
H 8.881 10.404 5.083
C 4.257 10.150 4.895
C 5.407 9.136 5.013
O 5.447 8.503 6.319
O 4.257 11.101 5.955
H 3.280 9.669 4.883
H 4.411 10.713 3.974
H 6.327 9.704 5.153
H 5.432 8.402 4.208
H 5.011 7.650 6.259
H 5.165 11.353 6.135
C 2.645 15.007 8.613
C 1.310 15.124 9.145
O 1.332 15.560 10.501
O 3.373 13.898 9.047
H 3.300 15.854 8.815
H 2.574 14.765 7.553
H 0.723 14.206 9.112
H 0.761 15.918 8.640
H 1.143 14.813 11.073
H 3.306 13.813 10.001
C 4.216 16.277 4.520
C 2.821 16.935 4.366
O 2.820 18.077 3.556
O 5.168 17.163 5.072
H 4.622 15.856 3.600
H 4.181 15.471 5.253
H 2.381 17.303 5.293
H 2.117 16.271 3.864
H 3.035 18.832 4.108
H 5.476 17.701 4.340
C 7.885 12.532 3.645
C 6.457 13.097 3.489
O 6.016 12.912 2.120
O 7.850 11.114 3.594
H 8.263 12.879 4.606
H 8.605 12.878 2.903
H 6.554 14.128 3.830
H 5.793 12.563 4.169
H 5.181 12.442 2.064
H 7.292 10.805 2.877
C 4.476 13.661 11.880
C 4.653 14.951 12.758
O 4.492 14.741 14.122
O 3.184 13.135 11.669
H 5.048 12.856 12.341
H 4.957 13.891 10.930
H 3.838 15.637 12.529
H 5.544 15.506 12.462
H 4.601 13.812 14.337
H 2.883 12.821 12.525
C 6.076 14.167 6.812
C 6.315 14.905 8.150
O 7.723 15.060 8.348
O 6.600 12.854 6.599
H 6.317 14.760 5.930
H 4.987 14.117 6.796
H 6.012 14.262 8.976
H 5.807 15.860 8.285
H 7.862 15.547 9.164
H 7.559 12.889 6.615
C 3.360 19.057 7.457
C 3.701 20.350 6.730
O 3.484 20.180 5.313
O 4.359 18.162 7.545
H 2.444 18.572 7.118
H 3.140 19.218 8.512
H 4.749 20.529 6.969
H 3.194 21.150 7.269
H 3.355 21.084 5.017
H 4.685 17.926 6.673
C 5.419 10.412 9.607
C 5.727 10.073 11.080
O 7.160 9.878 11.277
O 4.034 10.325 9.221
H 5.854 9.626 8.991
H 5.882 11.369 9.368
H 5.213 9.148 11.339
H 5.275 10.799 11.756
H 7.543 10.758 11.307
H 3.938 10.852 8.424
C 11.549 13.058 5.889
C 11.227 12.896 7.376
O 9.805 13.260 7.444
O 10.967 12.266 4.950
H 12.612 12.822 5.839
H 11.459 14.107 5.608
H 11.898 13.540 7.944
H 11.385 11.851 7.643
H 9.606 14.036 6.916
H 11.129 11.331 5.098
C 5.802 18.544 10.603
C 6.998 17.983 9.786
O 7.391 16.778 10.397
O 4.623 17.815 10.404
H 5.641 19.565 10.257
H 6.069 18.608 11.658
H 7.940 18.518 9.906
H 6.703 17.816 8.750
H 7.126 16.753 11.320
H 4.283 17.865 9.508
C 10.834 18.016 8.741
C 11.045 16.792 7.764
O 11.497 17.236 6.540
O 10.507 17.652 9.970
H 10.067 18.722 8.424
H 11.716 18.631 8.920
H 10.057 16.330 7.749
H 11.747 16.102 8.232
H 11.320 16.624 5.822
H 10.167 18.413 10.447
C 8.690 16.267 4.717
C 9.400 16.131 3.325
O 10.853 16.247 3.543
O 8.899 15.226 5.654
H 7.607 16.291 4.592
H 8.928 17.254 5.114
H 9.118 16.878 2.583
H 9.138 15.129 2.985
H 11.133 15.478 4.045
H 8.429 15.444 6.463
*
```

C2H6N2O | ωB97M-V with the def2-TZVPD basis set

Results
HOMO (alpha / beta): -8.84 / -8.84 eV
ΔE to the lowest compared entry with this formula, charge and spin: 4.542 eV

The geometry in ORCA input format:
```
! wB97M-V def2-TZVPD RIJCOSX def2/J DEFGRID3
* xyz 0 1
N -1.724 0.509 0.118
C -0.423 0.616 0.500
O -0.085 1.258 1.471
H -2.424 0.841 0.779
H -1.981 -0.163 -0.604
H -0.712 -1.324 -1.580
C 1.806 -0.200 0.147
N 0.565 -0.151 -0.223
H 0.130 -0.936 -1.229
H 2.492 0.635 0.188
H 2.356 -1.086 0.433
*
```

C22H21MoN3O6S3 | ωB97M-V with the def2-TZVPD basis set

Results
HOMO (alpha / beta): -8.51 / -8.87 eV
ΔE to the lowest compared entry with this formula, charge and spin: 0.201 eV

The geometry in ORCA input format:
```
! wB97M-V def2-TZVPD RIJCOSX def2/J DEFGRID3
* xyz 0 3
Mo 0.103 -1.544 0.448
C 3.481 0.825 -0.912
C 2.222 0.507 -0.185
N 1.413 -0.401 -0.708
N 1.347 -0.469 -2.113
C 0.291 -1.077 -2.541
S -1.130 -1.707 -1.532
S -0.193 -1.239 -4.207
C 0.472 0.344 -4.712
C -0.378 1.560 -4.367
C -0.268 2.738 -5.062
C -1.016 3.869 -4.761
C -1.876 3.819 -3.670
C -1.922 2.689 -2.836
C -1.295 1.509 -3.294
C 1.842 1.214 1.013
C 2.883 2.056 1.561
C 2.527 2.975 2.543
C 1.272 2.919 3.152
C 0.271 2.066 2.676
C 0.557 1.141 1.657
O -0.400 0.235 1.313
H 3.302 1.704 -1.566
H 3.812 0.043 -1.566
H 4.362 1.045 -0.294
H 0.477 0.182 -5.802
H 1.472 0.416 -4.260
H 0.440 2.804 -5.863
H -1.049 4.748 -5.343
H -2.567 4.638 -3.508
H -2.468 2.579 -1.905
H -1.586 0.544 -2.925
H 3.921 2.025 1.174
H 3.181 3.829 2.734
H 1.011 3.648 3.937
H -0.726 2.163 3.073
O -0.454 -3.303 4.498
C -0.772 -1.972 4.068
C -1.866 -2.104 3.011
C -3.250 -2.026 3.248
C -4.193 -2.583 2.392
C -3.629 -3.236 1.234
C -2.280 -3.170 1.031
N -1.486 -2.377 1.737
H 0.361 -3.555 4.138
H 0.106 -1.440 3.784
H -1.182 -1.424 4.974
H -3.480 -1.546 4.139
H -5.234 -2.426 2.596
H -4.213 -3.871 0.540
H -1.803 -3.813 0.304
O 3.357 -3.147 0.971
S 1.995 -3.155 1.444
O 1.585 -4.175 2.398
O 1.012 -3.346 0.193
O 1.641 -1.725 1.949
*
```

| no. | strongest force on any atom (eV/A) | electronic energy (Ha) |
| --- | --- | --- |
| 1 | 9.81 | -2820.59049 |
| 2 | 5.50 | -826.99951 |
| 3 | 5.74 | -575.27874 |
| 4 | 5.19 | -3223.60995 |
| 5 | 3.86 | -264.42039 |
| 6 | 2.81 | -2729.40376 |